No. 1
Computed, not measured: a structure of composition C20H21AsN4O4SV, with ωB97M-V with the def2-TZVPD basis set.

gap between HOMO and LUMO (spin up / spin down): 0.2269 / 0.2965 hartree
2S+1: 4
expectation value of S²: 3.765
E_tot: -4872.76385 a.u.
energy relative to the best compared isomer or geometry (same formula, charge and spin): 0.0 kcal/mol
HOMO (spin up / spin down): -0.213 / -0.287 Ha

Geometry (Å):
V: -0.0188 0.2957 -0.1853
O: -0.0552 2.1059 3.3947
C: 0.2679 1.6048 2.3348
N: -0.1866 1.8666 1.0666
C: -1.1759 2.7768 0.7801
O: -1.6299 3.6706 1.4597
C: -1.6917 2.5937 -0.6580
C: -2.4337 3.5963 -1.2540
C: -2.8521 3.4250 -2.5623
C: -2.5245 2.2537 -3.2252
C: -1.7871 1.2950 -2.5552
N: -1.3696 1.4592 -1.2975
C: 1.3531 0.5278 2.2861
C: 2.2442 0.3721 3.3303
C: 3.3200 -0.4849 3.1741
C: 3.4747 -1.1447 1.9609
C: 2.5346 -0.9630 0.9691
N: 1.4638 -0.1630 1.1276
H: -2.6582 4.4785 -0.6710
H: -3.4268 4.1956 -3.0611
H: -2.8328 2.0733 -4.2459
H: -1.5204 0.3509 -3.0141
H: 2.0798 0.9539 4.2276
H: 4.0396 -0.6199 3.9709
H: 4.3160 -1.8003 1.7802
H: 2.5884 -1.4775 0.0192
O: 1.4285 0.8613 -1.5206
N: 1.5936 0.2024 -2.6652
C: 2.3574 0.8230 -3.5928
C: 2.6345 0.2355 -4.7928
C: 2.1070 -1.0345 -5.0446
C: 1.3310 -1.6426 -4.0943
C: 1.0391 -1.0300 -2.8590
S: 0.0351 -1.7211 -1.6366
H: 2.7060 1.7942 -3.2793
H: 3.2466 0.7610 -5.5109
H: 2.3068 -1.5341 -5.9837
H: 0.9036 -2.6219 -4.2599
C: -3.2432 -2.5874 2.1024
As: -1.6018 -1.6242 2.1779
C: -1.5040 -0.8469 3.9160
C: -0.2170 -2.9242 2.0293
O: -1.6259 -0.4948 0.9365
H: -3.2532 -3.4013 2.8257
H: -3.3509 -2.9786 1.0931
H: -4.0549 -1.8937 2.3095
H: -2.0259 -1.4999 4.6142
H: -1.9737 0.1342 3.8735
H: -0.4653 -0.7183 4.2119
H: -0.5122 -3.8002 2.6059
H: 0.7164 -2.5187 2.4130
H: -0.0965 -3.1809 0.9782

No. 2
Computed, not measured: a structure of composition C20H21BBrN7O7PdS2, with ωB97M-V with the def2-TZVPD basis set.

gap between HOMO and LUMO (spin up / spin down): 0.2361 / 0.2637 hartree
2S+1: 3
expectation value of S²: 2.010
E_tot: -5207.79028 a.u.
energy relative to the best compared isomer or geometry (same formula, charge and spin): 2.0 kcal/mol
HOMO (spin up / spin down): -0.273 / -0.302 Ha

Geometry (Å):
Pd: 1.3957 -1.5244 -0.5457
C: -1.5754 -3.6921 -2.7322
N: -1.9689 -3.0871 -1.4721
C: -3.1665 -2.4645 -1.2151
C: -3.1265 -2.0684 0.0762
N: -1.9148 -2.4444 0.6100
B: -1.5274 -2.1843 2.1088
N: -1.0443 -0.6915 2.2683
C: -1.8737 0.3481 2.6223
C: -1.1309 1.4727 2.7355
N: 0.1679 1.1125 2.4522
C: 1.3191 1.9960 2.4329
C: 0.2050 -0.2128 2.1704
S: 1.6504 -1.0790 1.8390
C: -1.2047 -3.0500 -0.3554
S: 0.3888 -3.7162 -0.2800
H: -2.3132 -3.4239 -3.4846
H: -1.5329 -4.7755 -2.6340
H: -0.5953 -3.3270 -3.0280
H: -3.9335 -2.3740 -1.9634
H: -3.8706 -1.5683 0.6705
H: -0.6595 -2.9297 2.4450
H: -2.5450 -2.2708 2.7503
H: -2.9251 0.1910 2.7865
H: -1.3955 2.4803 3.0051
H: 1.0521 2.9298 2.9224
H: 1.6288 2.1831 1.4055
H: 2.1436 1.5267 2.9629
O: 1.0888 -1.5068 -3.0906
H: 1.7633 -0.8753 -3.3609
H: 0.3422 -0.9732 -2.7531
Br: 3.6654 -4.4067 -1.1729
C: 4.4380 -2.7375 -0.7827
C: 5.8112 -2.6607 -0.6056
C: 6.3709 -1.4237 -0.3560
C: 5.5477 -0.3110 -0.2957
C: 4.1912 -0.4829 -0.4686
N: 3.6324 -1.6839 -0.7097
H: 6.4079 -3.5582 -0.6666
H: 7.4391 -1.3303 -0.2111
H: 5.9425 0.6768 -0.1070
H: 3.4963 0.3463 -0.4160
O: 1.2136 0.9257 -0.9400
C: -0.0284 0.7911 -1.0258
O: -0.6141 -0.2903 -1.3171
C: -0.9228 1.9651 -0.7136
C: -0.4089 3.2357 -0.5125
C: -1.2695 4.2505 -0.1372
C: -2.6265 4.0508 0.0377
C: -3.1038 2.7736 -0.1778
C: -2.2801 1.7273 -0.5511
N: -4.5350 2.5099 0.0424
O: -5.2550 3.4615 0.2615
O: -4.9100 1.3572 -0.0375
N: -0.7205 5.5957 0.1079
O: 0.4765 5.7442 -0.0305
O: -1.4962 6.4661 0.4429
H: 0.6462 3.4223 -0.6472
H: -3.2810 4.8555 0.3348
H: -2.6688 0.7290 -0.6934

No. 3
Computed, not measured: a structure of composition C20H21Cl3FGeNO4Ti, with ωB97M-V with the def2-TZVPD basis set.

gap between HOMO and LUMO (spin up / spin down): 0.2942 / 0.2948 hartree
total charge: -1
2S+1: 2
expectation value of S²: 0.753
E_tot: -5537.64077 a.u.
energy relative to the best compared isomer or geometry (same formula, charge and spin): 19.2 kcal/mol
HOMO (spin up / spin down): -0.197 / -0.197 Ha

Geometry (Å):
Ti: 0.2671 -1.1461 -0.2225
O: 1.5932 -4.7637 0.7543
C: 1.4514 -3.6325 0.3509
O: 0.7409 -2.7013 0.9360
C: 2.0605 -3.1224 -0.9803
O: 2.5970 -3.8178 -1.8124
O: 1.8140 -1.8424 -1.1695
C: -0.5876 -2.8980 -3.0207
C: -2.0216 -3.2104 -2.6314
C: -2.9332 -2.0466 -3.0141
C: -2.1363 -3.7353 -1.2009
C: -2.3240 -5.1142 -1.0949
C: -2.4483 -5.7364 0.1286
C: -2.4205 -4.9691 1.2778
C: -2.2458 -3.5893 1.2445
C: -2.3414 -2.9143 2.6210
C: -1.3050 -1.8739 3.0407
C: -3.7516 -2.3896 2.9164
C: -2.0595 -2.9731 -0.0189
N: -1.7263 -1.5783 -0.0759
C: -2.7970 -0.7240 0.0501
C: -4.1465 -1.0777 -0.1249
C: -5.1673 -0.1643 0.0752
C: -4.8955 1.1419 0.4599
C: -3.5747 1.5245 0.6567
C: -2.5808 0.6014 0.4540
F: -1.2980 0.9754 0.7089
H: -0.5227 -2.5374 -4.0491
H: 0.0844 -3.7467 -2.8988
H: -0.2120 -2.0822 -2.3984
H: -2.3404 -4.0595 -3.2483
H: -2.6183 -1.1114 -2.5543
H: -3.9700 -2.2289 -2.7371
H: -2.8959 -1.9125 -4.0973
H: -2.3564 -5.7015 -2.0052
H: -2.5584 -6.8113 0.1899
H: -2.5183 -5.4531 2.2425
H: -2.1962 -3.7550 3.3107
H: -1.3790 -0.9584 2.4630
H: -0.2922 -2.2525 2.9454
H: -1.4907 -1.6100 4.0859
H: -3.9321 -1.4221 2.4524
H: -3.8684 -2.2628 3.9948
H: -4.5235 -3.0776 2.5670
H: -4.3830 -2.1014 -0.3768
H: -6.1917 -0.4863 -0.0605
H: -5.6957 1.8509 0.6170
H: -3.3018 2.5203 0.9793
Cl: 0.0641 0.7022 -1.8672
Ge: 1.4411 1.9669 -0.2876
Cl: 3.4020 1.4939 -1.2088
Cl: 1.4819 0.2268 1.3981

No. 4
Computed, not measured: an isolated molecule of C20H21ClFN3O2, with ωB97M-V with the def2-TZVPD basis set.

structure (SMILES): O=C(CN1CCN(CC(=O)c2ccc(F)cc2)CC1)Nc1ccccc1Cl
gap between HOMO and LUMO: 0.3211 hartree
E_tot: -1649.55723 a.u.
energy relative to the best compared isomer or geometry (same formula, charge and spin): 14.4 kcal/mol
HOMO: -0.316 Ha

Geometry (Å):
O: -5.0283 -2.3576 0.5181
C: -3.9989 -1.8752 0.1042
C: -2.7512 -2.7092 -0.1968
N: -1.5570 -1.8890 -0.1596
C: -1.1104 -1.6345 1.1999
C: 0.0080 -0.5988 1.1782
N: 1.1168 -1.1065 0.3935
C: 2.2681 -0.2350 0.4414
C: 3.5383 -0.9129 -0.0433
O: 3.5562 -2.0452 -0.4655
C: 4.7863 -0.1020 0.0287
C: 5.9706 -0.7246 -0.3727
C: 7.1776 -0.0575 -0.3360
C: 7.1918 1.2532 0.1092
F: 8.3594 1.9193 0.1511
C: 6.0366 1.9008 0.5137
C: 4.8351 1.2195 0.4726
C: 0.6714 -1.3743 -0.9613
C: -0.4473 -2.4094 -0.9379
N: -3.7877 -0.5658 -0.1868
C: -4.6311 0.5240 -0.0483
C: -5.9702 0.4081 0.3195
C: -6.7658 1.5325 0.4346
C: -6.2480 2.7920 0.1852
C: -4.9190 2.9291 -0.1796
C: -4.1243 1.8052 -0.2918
Cl: -2.4564 1.9935 -0.7439
H: -2.7233 -3.5613 0.4990
H: -2.8781 -3.1118 -1.2065
H: -1.9509 -1.2578 1.7879
H: -0.7347 -2.5563 1.6732
H: 0.3487 -0.4161 2.2001
H: -0.3837 0.3478 0.7630
H: 2.1191 0.6864 -0.1550
H: 2.4304 0.0601 1.4825
H: 5.9174 -1.7479 -0.7127
H: 8.0962 -0.5317 -0.6429
H: 6.0901 2.9231 0.8536
H: 3.9405 1.7315 0.7884
H: 1.5098 -1.7671 -1.5354
H: 0.3012 -0.4518 -1.4471
H: -0.7885 -2.5974 -1.9585
H: -0.0555 -3.3471 -0.5140
H: -2.8304 -0.3656 -0.4806
H: -6.3667 -0.5747 0.5142
H: -7.8003 1.4214 0.7209
H: -6.8702 3.6687 0.2736
H: -4.4989 3.9037 -0.3753

No. 5
Computed, not measured: an isolated molecule of C20H21ClN2O4S2, with ωB97M-V with the def2-TZVPD basis set.

structure (SMILES): O=C(N[C@H]1CCSc2ccccc21)c1ccc(Cl)c(S(=O)(=O)N2CCOCC2)c1
gap between HOMO and LUMO: 0.3374 hartree
E_tot: -2441.77337 a.u.
energy relative to the best compared isomer or geometry (same formula, charge and spin): 3.2 kcal/mol
HOMO: -0.327 Ha

Geometry (Å):
O: -3.3422 2.1523 0.4710
C: -2.4409 1.3485 0.3388
N: -1.2901 1.6219 -0.3088
C: -0.9702 2.9269 -0.8572
C: 0.1261 3.5961 0.0004
C: 1.5468 3.1863 -0.3790
S: 1.6445 1.5620 -1.2176
C: 0.6132 2.0490 -2.5808
C: 0.9842 1.7763 -3.8863
C: 0.1876 2.2241 -4.9252
C: -0.9615 2.9493 -4.6563
C: -1.3320 3.2072 -3.3470
C: -0.5553 2.7516 -2.2934
C: -2.5229 -0.0474 0.8774
C: -3.7840 -0.6076 1.0733
C: -3.9247 -1.8879 1.5723
C: -2.7870 -2.6246 1.8841
Cl: -2.8906 -4.2119 2.5044
C: -1.5292 -2.0673 1.7079
S: -0.0864 -3.0649 2.1291
O: -0.0821 -4.2090 1.2642
O: -0.0678 -3.2658 3.5459
N: 1.1492 -2.0050 1.7177
C: 1.7078 -2.1974 0.3904
C: 2.7916 -3.2794 0.4090
O: 3.7811 -2.9949 1.3739
C: 3.2228 -2.8983 2.6656
C: 2.1717 -1.7882 2.7244
C: -1.3933 -0.7859 1.2178
H: -0.5848 0.9096 -0.4239
H: -1.8908 3.5148 -0.7889
H: 0.0412 4.6791 -0.1007
H: -0.0769 3.3392 1.0416
H: 1.9888 3.8978 -1.0772
H: 2.1890 3.1061 0.4958
H: 1.8896 1.2213 -4.0775
H: 0.4710 2.0139 -5.9452
H: -1.5762 3.3078 -5.4677
H: -2.2381 3.7549 -3.1347
H: -4.6508 -0.0123 0.8284
H: -4.8988 -2.3232 1.7246
H: 0.8969 -2.4927 -0.2748
H: 2.1296 -1.2418 0.0598
H: 3.3079 -3.3267 -0.5510
H: 2.3170 -4.2470 0.6248
H: 4.0530 -2.6892 3.3421
H: 2.7461 -3.8498 2.9460
H: 1.6794 -1.7780 3.6954
H: 2.6361 -0.8168 2.5259
H: -0.3957 -0.3832 1.1413

No. 6
Computed, not measured: an isolated molecule of C20H21ClN4O3S, with ωB97M-V with the def2-TZVPD basis set.

structure (SMILES): CCOCCCN1CN(S(=O)(=O)c2ccc(Cl)cc2)c2nc3ccccc3nc21
gap between HOMO and LUMO: 0.2960 hartree
E_tot: -2077.84529 a.u.
energy relative to the best compared isomer or geometry (same formula, charge and spin): 13.4 kcal/mol
HOMO: -0.296 Ha

Geometry (Å):
C: -2.4868 4.3087 -1.5432
C: -1.4884 3.1952 -1.8527
O: -0.3110 3.2666 -1.0694
C: -0.2269 2.3952 0.0285
C: -1.1766 2.7325 1.1855
C: -0.8161 1.9537 2.4551
N: -0.8039 0.5274 2.2633
C: -1.9937 -0.2493 1.9809
N: -1.5165 -1.5007 1.4188
S: -2.3812 -2.2414 0.1356
O: -2.6354 -3.5999 0.4752
O: -3.4924 -1.3663 -0.1010
C: -1.2000 -2.1193 -1.1897
C: -0.2870 -3.1397 -1.3781
C: 0.7314 -2.9672 -2.2996
C: 0.8251 -1.7677 -2.9939
Cl: 2.1163 -1.5359 -4.1048
C: -0.1036 -0.7501 -2.8105
C: -1.1234 -0.9342 -1.8937
C: -0.1413 -1.4660 1.4128
N: 0.6653 -2.3684 0.9662
C: 1.9966 -2.0314 1.0379
C: 2.9474 -2.9594 0.5993
C: 4.2837 -2.6432 0.6254
C: 4.7051 -1.3938 1.0867
C: 3.7916 -0.4662 1.5230
C: 2.4227 -0.7635 1.5101
N: 1.5341 0.1899 1.9348
C: 0.2912 -0.1835 1.9062
H: -1.9880 5.2714 -1.6130
H: -3.2985 4.2786 -2.2655
H: -2.9035 4.2069 -0.5453
H: -1.9655 2.2131 -1.7393
H: -1.1578 3.2978 -2.8928
H: 0.8073 2.4777 0.3736
H: -0.3956 1.3567 -0.3015
H: -1.1018 3.7994 1.3998
H: -2.2071 2.5116 0.8993
H: -1.5285 2.1928 3.2509
H: 0.1914 2.2203 2.7805
H: -2.5509 -0.4520 2.9088
H: -2.6737 0.2393 1.2702
H: -0.3927 -4.0462 -0.8068
H: 1.4609 -3.7432 -2.4671
H: -0.0181 0.1704 -3.3660
H: -1.8742 -0.1777 -1.7253
H: 2.5980 -3.9201 0.2551
H: 5.0157 -3.3621 0.2887
H: 5.7591 -1.1591 1.1004
H: 4.0975 0.5021 1.8869

No. 7
Computed, not measured: an isolated molecule of C20H21F3N4O3, with ωB97M-V with the def2-TZVPD basis set.

structure (SMILES): CCCN(CC(=O)Nc1ccc(C(N)=O)cc1)CC(=O)Nc1ccc(F)c(F)c1F
gap between HOMO and LUMO: 0.3306 hartree
E_tot: -1519.13255 a.u.
energy relative to the best compared isomer or geometry (same formula, charge and spin): 2.5 kcal/mol
HOMO: -0.311 Ha

Geometry (Å):
C: 2.5108 4.5453 4.8177
C: 1.8822 3.5045 3.9004
C: 2.5912 2.1559 4.0250
N: 2.0350 1.1897 3.0889
C: 0.7661 0.6165 3.5180
C: -0.1731 0.4997 2.3147
O: -0.5825 1.4842 1.7433
N: -0.4719 -0.7802 1.9566
C: -1.2129 -1.2057 0.8476
C: -2.0239 -0.3495 0.1072
C: -2.7215 -0.8388 -0.9783
C: -2.6178 -2.1730 -1.3585
C: -3.4070 -2.6303 -2.5389
N: -2.8459 -3.6403 -3.2531
O: -4.4771 -2.1483 -2.8397
C: -1.8200 -3.0286 -0.6042
C: -1.1305 -2.5508 0.4912
C: 2.9580 0.1637 2.6511
C: 2.4462 -0.4906 1.3722
O: 2.4263 -1.6906 1.2085
N: 2.0291 0.4379 0.4698
C: 1.3478 0.2157 -0.7205
C: 1.1962 -1.0417 -1.2988
C: 0.4766 -1.1955 -2.4671
C: -0.1039 -0.1000 -3.0774
F: -0.8080 -0.2634 -4.2071
C: 0.0506 1.1720 -2.5353
F: -0.4875 2.2405 -3.1320
C: 0.7807 1.3193 -1.3661
F: 0.9654 2.5437 -0.8458
H: 3.5589 4.6955 4.5677
H: 1.9952 5.4967 4.7188
H: 2.4495 4.2282 5.8568
H: 1.9430 3.8344 2.8627
H: 0.8247 3.3974 4.1437
H: 3.6458 2.2962 3.7767
H: 2.5396 1.7949 5.0648
H: 0.2893 1.3042 4.2181
H: 0.9039 -0.3546 4.0199
H: 0.0062 -1.5274 2.4427
H: -2.1055 0.6872 0.3851
H: -3.3647 -0.1892 -1.5519
H: -1.9054 -3.9507 -3.0924
H: -3.3129 -3.9376 -4.0937
H: -1.7580 -4.0789 -0.8489
H: -0.5135 -3.2193 1.0746
H: 3.1219 -0.6306 3.4001
H: 3.9245 0.6227 2.4250
H: 2.0076 1.3942 0.8147
H: 1.6423 -1.8950 -0.8173
H: 0.3607 -2.1665 -2.9188

No. 8
Computed, not measured: a structure of composition C20H21F5GeNO4V, with ωB97M-V with the def2-TZVPD basis set.

gap between HOMO and LUMO (spin up / spin down): 0.2339 / 0.2345 hartree
total charge: -2
2S+1: 3
expectation value of S²: 2.020
E_tot: -4650.77528 a.u.
energy relative to the best compared isomer or geometry (same formula, charge and spin): 0.0 kcal/mol
HOMO (spin up / spin down): -0.065 / -0.065 Ha

Geometry (Å):
V: -0.9627 -0.0600 0.6089
N: 1.0556 -0.0716 -0.2810
C: 2.0265 0.9397 -0.5753
C: 3.1576 0.5404 -1.2828
C: 4.2074 1.4027 -1.5359
C: 4.1304 2.6914 -1.0308
C: 2.9957 3.0972 -0.3527
C: 1.8800 2.2687 -0.1467
C: 0.6243 2.8209 0.4547
C: 0.5154 4.2194 0.5628
C: -0.6051 4.8277 1.0925
C: -1.6694 4.0402 1.5121
C: -1.5856 2.6668 1.3651
C: -0.4570 2.0103 0.8420
H: 1.3333 -0.5486 0.5826
H: 1.0489 -0.7691 -1.0140
H: 3.2125 -0.4895 -1.6190
H: 5.0756 1.0652 -2.0884
H: 4.9522 3.3852 -1.1659
H: 2.9800 4.1056 0.0316
H: 1.2987 4.8696 0.1965
H: -0.6588 5.9096 1.1515
H: -2.5650 4.5001 1.9169
H: -2.4443 2.0680 1.6544
O: -0.3317 -1.9258 4.0896
C: -0.7223 -1.3074 3.1171
O: 0.0202 -0.8650 2.1511
C: -2.2440 -0.9649 2.9153
O: -3.0640 -1.2464 3.7651
O: -2.4891 -0.3742 1.7816
F: -3.6883 0.3014 -1.3095
C: -2.6867 0.5873 -2.2431
F: -1.5287 0.8516 -1.3475
C: -3.0101 2.0129 -2.6561
F: -3.2327 2.9272 -1.6716
F: -4.1364 2.0294 -3.4190
F: -2.0188 2.5353 -3.4180
C: -0.8607 -4.4467 1.3842
Ge: -0.1224 -3.4605 -0.1489
C: 1.8062 -3.2458 0.2574
C: -0.1383 -4.7623 -1.6618
C: -1.0816 -1.8493 -0.5765
H: -0.3258 -5.3901 1.5190
H: -1.9169 -4.6667 1.2178
H: -0.7736 -3.8656 2.3032
H: 2.2385 -4.2274 0.4673
H: 1.9355 -2.6213 1.1426
H: 2.3639 -2.8038 -0.5720
H: 0.4249 -5.6671 -1.4163
H: 0.3012 -4.3126 -2.5549
H: -1.1646 -5.0464 -1.9020
H: -2.1458 -2.0943 -0.4598
H: -0.9540 -1.5910 -1.6334

Question: Number 6 is which compound?
Answer: C20H21ClN4O3S

Question: Which of these has the lowest E_tot?
Answer: C20H21Cl3FGeNO4Ti